Entry 1:
Entry from OMol25: an isolated molecule of C17H22N4O2S3 in a non-equilibrium geometry (ωB97M-V/def2-TZVPD).

HOMO level = -8.337 eV
ΔE to the lowest compared entry with this formula, charge and spin = 0.00 kJ/mol
HOMO-LUMO gap = 8.831 eV
Spin multiplicity = 1
E_LUMO = 0.49 eV
Electronic energy = -60547.5888 eV

```
48
Properties=species:S:1:pos:R:3:forces:R:3:lowdin_charge:R:1
S 4.875818 -1.454820 -1.183251 -0.50 -0.29 0.21 1.045
S 1.987356 2.381283 -0.564039 -0.10 -0.80 0.56 1.037
S -1.001503 1.897271 -0.759271 -0.33 0.08 -0.12 0.978
O -3.585787 1.778111 -1.126243 -0.24 0.22 -0.30 -0.007
O 6.211410 0.785677 1.409888 0.27 -0.01 0.03 0.092
N 2.036360 0.424229 1.101480 1.61 0.03 0.74 0.003
N 0.765370 0.538239 0.740242 -1.43 0.01 -0.42 -0.050
N 4.170791 1.374192 0.721082 0.53 0.68 -0.17 0.104
N -4.347414 0.013652 0.063086 -0.27 0.13 0.15 0.011
C 0.540940 1.486998 -0.105119 0.46 0.22 -0.08 -0.954
C 3.992104 -1.563272 0.307345 0.19 -0.18 -0.31 -0.545
C -4.069641 -1.160164 0.878217 0.22 -0.36 0.19 -0.321
C -6.566619 -1.335316 1.296975 0.05 0.20 0.12 -0.190
C -3.379310 0.841496 -0.373375 0.38 -0.02 0.17 -0.523
C 2.824390 1.270292 0.541111 -1.08 0.48 -0.53 -0.606
C -5.694628 0.265206 -0.451761 -0.37 0.31 -0.21 -0.311
C -3.822074 -2.408979 0.023234 0.02 0.17 0.19 -0.027
C 3.673604 -2.374976 -2.001219 0.31 0.21 0.00 -0.413
C -5.176363 -1.385406 1.915587 0.06 0.00 -0.14 -0.143
C -5.969653 -0.510917 -1.740943 0.09 0.17 0.17 -0.026
C -1.958158 0.612853 0.113075 0.29 0.45 -0.27 -0.344
C 2.845241 -2.275006 0.146906 0.29 0.04 0.07 -0.148
C 5.062061 0.459638 1.252135 -0.18 -0.19 0.19 -0.489
C 4.512696 -0.915549 1.549558 0.26 -0.18 0.16 -0.117
C 2.663273 -2.741040 -1.175125 0.03 -0.09 -0.16 -0.186
C -6.750784 0.018698 0.625145 0.12 -0.15 -0.08 -0.144
H 3.699425 -0.838010 2.272509 0.07 -0.03 -0.04 0.120
H -6.695087 -2.140796 0.574024 -0.06 -0.09 -0.03 0.102
H -7.319641 -1.469262 2.075197 -0.02 -0.08 -0.04 0.113
H 2.146572 -2.447975 0.944601 -0.14 0.05 0.19 0.112
H -5.003536 -2.346695 2.401212 0.06 0.00 0.05 0.118
H 5.329879 -1.502678 1.978408 -0.06 0.18 0.00 0.130
H -3.341830 -3.173877 0.628438 0.04 -0.12 0.05 0.084
H 1.814939 -3.321074 -1.491720 -0.13 -0.10 -0.10 0.099
H -4.747386 -2.817947 -0.368300 -0.10 -0.07 -0.08 0.064
H -1.548927 -0.359871 -0.154626 -0.09 -0.06 0.13 0.087
H 3.795824 -2.585029 -3.045005 -0.03 -0.07 -0.22 0.058
H -5.106575 -0.606011 2.677799 0.02 0.00 0.06 0.120
H 4.599005 2.240696 0.416241 0.05 -0.22 0.15 0.151
H -6.674299 0.800524 1.384112 -0.03 0.05 0.01 0.120
H -5.701327 1.330130 -0.712163 -0.02 -0.28 0.08 0.142
H -6.884910 -0.139642 -2.194722 -0.11 0.01 -0.07 0.084
H -3.148419 -0.955687 1.432344 -0.13 -0.01 -0.08 0.131
H -1.842039 0.776174 1.184402 -0.06 -0.17 -0.01 0.095
H -5.153877 -0.353921 -2.441875 0.06 -0.01 -0.10 0.086
H -6.082209 -1.575897 -1.564902 -0.03 -0.15 -0.01 0.061
H -3.171344 -2.171884 -0.814881 0.07 -0.02 -0.09 0.082
H -7.737576 0.091018 0.167012 -0.03 0.07 -0.01 0.117
```
Forces are in eV/Å.


Entry 2:
Entry from OMol25: an isolated molecule of C17H22N4O3 (ωB97M-V/def2-TZVPD).

HOMO level = -7.829 eV
ΔE to the lowest compared entry with this formula, charge and spin = 201.68 kJ/mol
HOMO-LUMO gap = 8.295 eV
Spin multiplicity = 1
E_LUMO = 0.47 eV
Electronic energy = -30088.5731 eV

```
46
Properties=species:S:1:pos:R:3:forces:R:3:lowdin_charge:R:1
O -2.609584 2.089273 2.054882 0.40 -0.29 0.30 -0.110
O 0.444787 -1.792235 -5.844433 0.18 -0.22 0.02 -0.186
O 4.336082 0.072698 -3.047722 0.21 0.08 -0.02 0.050
N 0.891363 -0.684910 -0.103622 0.15 0.10 0.13 -0.046
N 2.608592 -0.292459 -1.637490 -0.08 0.07 0.35 0.211
N 0.635301 -1.361030 -2.276472 -0.28 -0.14 0.07 0.150
N -0.479552 0.395481 2.168712 0.24 0.11 -0.07 -0.085
C 1.371237 -0.782294 -1.360453 0.00 -0.19 -0.27 -0.320
C 1.155889 -1.486429 -3.518728 0.43 0.26 -0.05 -0.255
C -1.203974 0.660647 3.322466 -0.12 0.12 0.09 -0.160
C -3.684391 2.989869 1.967129 -0.19 0.16 -0.03 -0.082
C -0.487605 -1.029511 0.173962 -0.45 -0.01 0.08 -0.119
C -1.162173 0.121530 0.915037 -0.12 -0.10 -0.44 -0.126
C 0.007081 -0.484700 -6.121954 -0.07 0.15 0.00 -0.108
C 3.223221 -0.391208 -2.903091 -0.10 -0.03 0.01 -0.463
C 1.589012 0.023250 0.950815 0.20 0.12 0.21 -0.126
C -2.636269 1.270281 5.652431 0.07 -0.07 0.09 -0.098
C 0.847633 -0.158914 2.273142 0.14 0.03 -0.01 -0.161
C 0.247865 -2.177088 -4.507915 -0.12 -0.11 -0.09 -0.172
C -3.020191 1.813681 4.434434 -0.09 0.08 -0.16 -0.029
C 2.397053 -1.048570 -3.868367 -0.17 -0.15 -0.20 0.045
C -2.314168 1.536249 3.277139 -0.09 0.02 -0.08 -0.201
C -0.835462 0.136762 4.558828 -0.01 0.01 -0.16 -0.027
C -1.537187 0.441217 5.713537 -0.11 0.06 0.14 -0.100
H -0.530540 -1.946338 0.771935 -0.06 0.01 -0.08 0.131
H 0.450254 -3.252817 -4.478390 -0.07 0.09 0.10 0.137
H 3.161810 0.174725 -0.931760 -0.05 -0.04 -0.10 0.141
H 1.651416 1.096664 0.723575 0.06 -0.05 0.05 0.138
H -3.197944 1.508654 6.542271 -0.05 0.02 0.08 0.100
H -0.977102 -1.216654 -0.781629 -0.02 0.01 0.22 0.114
H -3.716100 3.305166 0.924995 -0.04 0.02 0.08 0.095
H -1.151003 1.015074 0.278658 -0.13 -0.16 -0.02 0.128
H -0.794560 -2.013689 -4.196513 0.13 0.00 0.00 0.125
H -1.223374 0.016678 6.655002 0.03 -0.04 0.08 0.101
H 0.191760 -0.316696 -7.180972 -0.04 0.08 0.02 0.091
H -3.531308 3.867131 2.604157 -0.01 -0.05 -0.01 0.097
H 1.389489 0.382756 3.053251 0.02 -0.11 -0.07 0.133
H -1.065615 -0.377581 -5.915860 0.03 0.00 -0.02 0.090
H 2.603343 -0.376114 1.063948 -0.05 0.06 0.02 0.128
H -4.635690 2.513614 2.227425 0.05 0.02 0.01 0.097
H 0.554579 0.260184 -5.534041 -0.02 -0.01 -0.05 0.085
H -2.203688 -0.140744 1.109429 0.07 0.00 -0.06 0.131
H 0.007476 -0.531921 4.626676 0.10 -0.07 -0.05 0.100
H -3.870844 2.475782 4.407007 -0.07 0.07 -0.06 0.101
H 0.847638 -1.229173 2.536653 0.06 0.07 0.05 0.129
H 2.776770 -1.181279 -4.867114 0.04 0.02 -0.09 0.125
```
Forces are in eV/Å.


Entry 3:
Entry from OMol25: an isolated molecule of C17H22N4O3S in a non-equilibrium geometry (ωB97M-V/def2-TZVPD).

HOMO level = -7.856 eV
ΔE to the lowest compared entry with this formula, charge and spin = 236.08 kJ/mol
HOMO-LUMO gap = 8.555 eV
Spin multiplicity = 1
E_LUMO = 0.70 eV
Electronic energy = -40923.8194 eV

```
47
Properties=species:S:1:pos:R:3:forces:R:3:lowdin_charge:R:1
S -0.130540 -2.840336 0.497433 0.00 -0.46 0.05 1.003
O -0.471563 2.126274 3.232678 -0.07 -0.56 0.02 0.040
O 2.020014 1.501712 2.003604 -0.17 -0.15 0.19 -0.103
O 1.421834 -1.993500 -1.957194 0.35 0.00 0.08 0.031
N -1.438573 -0.596030 -0.277875 0.26 -0.88 -0.07 0.033
N -0.477402 -1.446651 -3.012039 0.12 0.10 -0.33 -0.050
N -1.595534 0.672929 0.119369 -0.18 1.20 0.46 0.098
N -0.236457 -0.308175 1.542105 -0.61 0.14 -0.65 0.025
C 2.305308 0.755530 -0.211170 -0.04 0.12 0.21 -0.142
C -0.813147 -0.177588 -4.950318 -0.02 0.04 0.16 -0.165
C -1.159484 3.353211 1.500390 0.19 -0.91 0.08 -0.006
C 2.645872 -0.402238 0.725467 -0.03 0.13 0.06 -0.112
C -0.843619 2.090544 1.935565 -0.30 1.24 -0.49 -0.220
C -0.553552 -3.133393 -1.245785 0.11 0.31 0.39 -0.338
C -1.913785 -1.424485 -3.224985 -0.59 -0.20 0.08 -0.165
C 2.433326 1.952656 0.725480 0.23 0.14 -0.39 -0.179
C 0.207850 -0.487721 -3.864965 0.39 0.08 -0.16 -0.137
C -0.952198 4.206493 2.604563 0.18 -0.20 0.58 -0.052
C -0.535869 3.405436 3.624409 -0.14 0.93 -0.10 -0.106
C 2.140877 0.089705 2.092059 -0.05 -0.46 0.19 -0.283
C 0.218509 -2.132321 -2.099375 -0.24 -0.18 -0.10 -0.553
C -0.625568 -1.176694 0.566067 -0.09 -0.03 0.03 -0.611
C 0.785693 -0.514168 2.527947 0.83 0.28 0.41 -0.072
C -0.888178 0.854543 1.209603 -0.01 -0.62 -0.12 -0.229
C -2.128651 -0.248368 -4.178746 0.07 -0.13 -0.06 -0.159
H -0.267033 3.619007 4.639945 0.06 -0.08 0.14 0.122
H 1.285284 0.666808 -0.585075 -0.05 -0.02 -0.04 0.095
H 0.456540 0.408462 -3.285147 0.06 -0.02 -0.03 0.128
H -0.644668 0.792543 -5.411799 0.03 0.01 -0.06 0.110
H 0.900216 -1.589199 2.684432 -0.01 0.11 0.07 0.114
H 3.725922 -0.544099 0.763716 0.02 -0.02 0.02 0.121
H -2.240699 -2.367073 -3.680612 -0.06 0.08 0.02 0.125
H 2.190868 -1.336583 0.409536 0.03 -0.07 -0.02 0.072
H 2.856194 -0.151857 2.891686 -0.09 0.01 -0.10 0.149
H -0.785628 -0.945616 -5.724570 0.02 -0.01 -0.04 0.113
H 1.798309 2.797690 0.449612 0.06 -0.03 0.01 0.120
H -2.433671 -1.265033 -2.278121 0.03 -0.10 -0.13 0.095
H 1.137191 -0.924004 -4.235636 -0.05 0.11 0.04 0.125
H -2.269433 0.665046 -3.601498 -0.04 0.05 0.02 0.115
H 3.477587 2.292283 0.780752 -0.10 0.02 -0.03 0.122
H -1.491532 3.613823 0.517483 -0.06 -0.01 -0.24 0.113
H -1.092632 5.267386 2.635241 -0.01 0.21 0.09 0.101
H -1.631861 -3.072111 -1.352579 0.03 -0.05 -0.10 0.067
H -2.992815 -0.394993 -4.823157 -0.07 0.03 0.04 0.109
H -0.200163 -4.142594 -1.458361 -0.03 0.04 -0.02 0.091
H 2.977420 0.813683 -1.062651 0.01 0.00 -0.08 0.117
H 0.478079 -0.034782 3.459482 0.02 -0.20 -0.08 0.130
```
Forces are in eV/Å.


> What is the HOMO-LUMO gap in the first record?

8.831 eV


> Which of these has the highest electronic energy?

C17H22N4O3


> HOMO level of number 2 (C17H22N4O3)?

-7.829 eV